The following is a quantum chemistry calculation of a structure of composition BCsF6NO4S2 in a non-equilibrium geometry, from the OMol25 dataset.

The geometry in ORCA input format:
```
! RIJCOSX wB97M-V def2-TZVPD def2/J DEFGRID3
* xyz -1 1
Cs 8.1806 -24.2036 -3.8723
N 6.0731 -26.6652 0.2131
S 6.1108 -25.5724 1.2877
O 6.0475 -24.2029 0.8495
O 6.8179 -25.9581 2.5065
F 4.5809 -25.7957 1.8522
S 7.6358 -26.3905 -0.3752
O 8.6251 -27.0731 0.4096
O 8.0100 -25.1637 -1.0406
F 7.4591 -27.3569 -1.6571
B 6.5137 -23.9741 -6.8506
F 7.6383 -23.1538 -6.5560
F 6.5867 -25.1193 -6.0251
F 5.3795 -23.1950 -6.5275
F 6.4746 -24.3359 -8.1727
*
```

Values from the calculation:
HOMO-LUMO gap = 8.92 eV
ΔE to the lowest compared entry with this formula, charge and spin = 0.370 eV
M = 399.842 g/mol

In the Mulliken picture, each atom carries the following charge in e: 1.04, -0.26, 1.09, -0.57, -0.59, -0.33, 1.07, -0.56, -0.58, -0.30, 0.58, -0.43, -0.43, -0.38, -0.36